Here is a structure of composition C21H32BBr2N4O6SW at a distorted geometry from the OMol25 dataset. Energies are from ωB97M-V with the def2-TZVPD basis set.

The calculation puts the calculated total energy at -193956.56740 eV. The expectation value of S² is 2.0103. The calculation puts the LUMO energy (alpha / beta) at -5.682 / -5.613 eV. The calculation puts the energy relative to the best compared isomer or geometry (same formula, charge and spin) at 205.3 kJ/mol. For the orbital gap (alpha / beta), the calculation gives 5.20 / 6.52 eV. Its total charge is +1. The spin multiplicity is 3.

CARTESIAN COORDINATES (ANGSTROEM)
W -0.035 -0.173 0.709
O -3.356 -0.139 -1.892
C -2.566 -0.487 -1.058
O -1.373 0.027 -0.874
C -2.894 -1.557 0.002
C -2.905 -0.797 1.351
C -3.278 -1.754 2.485
C -2.300 -2.942 2.529
C -1.327 -2.937 1.401
O -1.638 -0.214 1.574
C -1.828 -2.693 0.016
C -0.653 -2.343 -0.928
O -0.636 -2.602 -2.101
O 0.324 -1.684 -0.321
H -3.893 -1.952 -0.194
H -3.657 0.009 1.293
H -3.247 -1.202 3.424
H -4.301 -2.089 2.318
H -1.759 -2.965 3.478
H -2.890 -3.871 2.492
H -0.491 -3.620 1.491
H -2.298 -3.593 -0.413
B 2.345 -2.719 1.624
N 1.521 -2.156 2.807
C 1.617 -2.475 4.092
C 0.692 -1.726 4.811
C 0.056 -0.956 3.859
N 0.563 -1.220 2.631
N 3.021 -1.478 0.993
C 4.315 -1.312 0.747
C 4.548 0.020 0.437
C 3.302 0.615 0.525
N 2.363 -0.308 0.841
H 1.627 -3.255 0.840
H 3.184 -3.428 2.051
H 2.321 -3.206 4.431
H 0.515 -1.742 5.865
H -0.720 -0.220 3.989
H 4.995 -2.137 0.809
H 5.486 0.486 0.224
H 3.053 1.659 0.445
Br 0.516 1.907 2.072
C -2.536 3.651 1.652
Br -2.220 2.582 0.169
H -1.712 3.790 2.324
H -3.368 4.326 1.595
C -1.340 1.198 -3.883
C 0.067 0.886 -4.377
C 0.887 0.094 -3.369
S 1.803 0.952 -2.024
O 0.828 1.021 -0.818
C 1.947 2.722 -2.511
C 0.671 3.536 -2.372
C 0.958 5.034 -2.331
H -1.829 1.895 -4.558
H -1.342 1.622 -2.882
H -1.943 0.295 -3.847
H 0.597 1.794 -4.665
H -0.012 0.275 -5.278
H 1.686 -0.464 -3.864
H 0.245 -0.627 -2.851
H 2.359 2.735 -3.518
H 2.713 3.101 -1.829
H 0.161 3.245 -1.448
H 0.009 3.342 -3.213
H 1.506 5.313 -1.435
H 0.015 5.575 -2.336
H 1.529 5.340 -3.205

Mulliken charges in e:
1. W 0.112
2. O -0.601
3. C 0.220
4. O -0.490
5. C -0.271
6. C -0.198
7. C -1.184
8. C -0.862
9. C -1.191
10. O 0.474
11. C 0.967
12. C -0.377
13. O -0.575
14. O -0.408
15. H 0.687
16. H 0.623
17. H 0.403
18. H 0.511
19. H 0.385
20. H 0.470
21. H 0.735
22. H 0.557
23. B 0.070
24. N -0.376
25. C -0.131
26. C -1.193
27. C -0.491
28. N 0.776
29. N 0.074
30. C -0.274
31. C -1.341
32. C -0.561
33. N 0.387
34. H -0.084
35. H -0.131
36. H 0.478
37. H 0.466
38. H 0.522
39. H 0.495
40. H 0.486
41. H 0.777
42. Br -0.236
43. C -0.933
44. Br 0.383
45. H 0.304
46. H 0.349
47. C -1.028
48. C -0.543
49. C 0.163
50. S 0.416
51. O 0.486
52. C -1.032
53. C 0.770
54. C -1.661
55. H 0.433
56. H -0.021
57. H 0.435
58. H 0.256
59. H 0.473
60. H 0.629
61. H -0.551
62. H 0.590
63. H 0.504
64. H -0.288
65. H -0.009
66. H 0.377
67. H 0.425
68. H 0.373